C40H30F5N6PSeV | the ωB97M-V functional and the def2-TZVPD basis

```
84
Properties=species:S:1:pos:R:3:forces:R:3:mulliken_charge:R:1
V 0.78604 0.73982 0.38446 -0.2 0.0 -0.1 0.367
C 3.55369 0.41785 1.73556 0.0 0.0 -0.1 -1.114
N 3.07413 0.83009 0.40319 0.1 0.2 0.3 0.078
C 3.55401 2.11120 -0.11179 0.0 -0.1 0.0 -1.264
C 2.45003 3.12792 -0.11897 0.0 -0.3 0.1 0.354
N 1.20746 2.83823 0.17719 0.1 0.5 -0.2 0.526
C 0.50466 4.04867 0.06644 -0.1 -0.4 0.2 0.027
C -0.83584 4.32404 0.30658 0.0 0.0 0.0 -0.311
C -1.25563 5.62522 0.12042 0.1 0.1 0.0 -0.775
C -0.36121 6.63460 -0.27558 -0.1 0.0 0.0 -0.418
C 0.97775 6.37248 -0.49752 0.0 0.0 0.0 -1.104
C 1.38130 5.05567 -0.31469 0.3 0.1 -0.1 0.390
N 2.62300 4.42780 -0.43148 -0.1 0.3 0.0 -0.082
C 2.42725 0.41716 2.72403 0.2 0.1 -0.2 0.184
N 1.20137 0.66008 2.36241 -0.2 -0.1 1.0 0.609
C 0.41346 0.45391 3.50648 -0.1 0.1 -0.4 0.047
C -0.96970 0.49614 3.65386 0.0 0.0 0.0 -0.230
C -1.47075 0.21809 4.90913 0.0 0.0 0.1 -0.851
C -0.62341 -0.09227 5.98784 -0.1 0.0 -0.1 -0.370
C 0.74968 -0.15563 5.83995 0.0 0.0 0.0 -1.117
C 1.23996 0.11531 4.56796 0.4 -0.1 0.1 0.677
N 2.53349 0.09691 4.03130 -0.1 0.0 0.3 -0.073
H 3.95081 -0.59528 1.66886 0.0 0.0 0.0 0.389
H 4.36498 1.06335 2.08269 0.0 0.0 0.0 0.470
H 3.20670 0.08020 -0.26078 -0.1 -0.1 0.0 0.198
H 4.38632 2.49869 0.48312 0.1 0.0 0.0 0.438
H 3.92754 1.97817 -1.12886 0.0 0.0 -0.1 0.417
H -1.52444 3.55366 0.62114 0.1 0.0 0.0 0.453
H -2.29769 5.86777 0.28078 0.0 0.0 0.0 0.466
H -0.73012 7.64304 -0.40986 0.0 0.0 0.0 0.381
H 1.66632 7.15201 -0.79613 0.0 0.0 0.0 0.399
H 3.49261 4.85911 -0.68973 0.0 0.0 0.0 0.203
H -1.62426 0.69448 2.81369 0.0 0.0 0.0 0.268
H -2.54245 0.22108 5.05725 0.0 0.0 0.0 0.464
H -1.05929 -0.30499 6.95544 0.0 0.0 0.0 0.381
H 1.39733 -0.41630 6.66696 0.0 0.0 0.0 0.399
H 3.37594 -0.16449 4.51072 0.0 0.0 0.0 0.195
F -7.47333 0.85680 0.14915 0.0 0.0 0.0 -0.335
C -6.13103 0.87812 0.16783 -0.1 0.2 0.0 0.659
C -5.48361 2.11170 -0.03174 -0.1 -0.2 0.0 0.116
F -6.18858 3.26859 -0.04383 0.0 0.0 0.0 -0.362
C -4.11554 2.08372 -0.06160 0.1 0.1 0.1 0.297
F -3.47053 3.25561 -0.29314 0.0 -0.1 0.0 -0.301
C -3.38699 0.93067 0.15830 0.2 0.1 0.0 -0.798
Se -1.56547 0.67539 -0.39435 -0.4 0.0 -0.5 0.066
C -4.00096 -0.35637 0.39819 0.0 -0.2 -0.2 1.920
F -3.56563 -0.91631 1.77324 0.0 0.1 0.1 -0.507
C -5.44123 -0.27370 0.35423 -0.1 -0.1 0.0 -0.939
F -6.12050 -1.45576 0.36699 0.0 0.0 0.0 -0.392
N 1.06514 -1.15039 0.09453 0.4 -0.2 -0.5 -0.145
P 0.68860 -2.04157 -1.11918 0.0 0.1 0.3 1.342
C 1.61503 -1.66661 -2.64798 0.0 0.0 -0.1 0.037
C 2.57279 -2.51797 -3.18687 0.1 0.0 0.0 -0.588
C 3.34684 -2.11979 -4.27503 -0.1 0.0 0.1 -0.698
C 3.16459 -0.86647 -4.83554 0.0 0.0 0.0 -0.551
C 2.20054 -0.00916 -4.31240 0.0 0.0 0.0 -0.843
C 1.43433 -0.40689 -3.22832 0.0 0.0 0.0 -0.085
C -1.05459 -1.85781 -1.54194 -0.3 0.2 0.3 -0.453
C -1.87500 -1.30240 -0.40127 0.3 0.0 -0.2 -1.156
C -3.37350 -1.45389 -0.51164 -0.1 0.0 0.0 0.027
C -3.82582 -1.34306 -1.94087 -0.1 0.0 0.1 -0.693
C -3.01413 -1.59109 -2.96821 0.3 -0.1 0.0 -1.164
C -1.60278 -1.94831 -2.75371 -0.4 0.0 -0.3 0.247
C 0.96840 -3.80981 -0.83914 0.0 -0.1 0.1 -0.174
C 0.47198 -4.79418 -1.69222 0.0 0.0 0.0 -0.266
C 0.71693 -6.13413 -1.43300 0.0 0.0 0.0 -0.683
C 1.45336 -6.50018 -0.31154 0.0 0.0 0.0 -0.489
C 1.93763 -5.52650 0.54937 0.0 0.0 0.0 -0.603
C 1.69423 -4.18358 0.28613 0.0 0.0 0.0 -0.371
H 2.72577 -3.49896 -2.75380 0.0 0.0 0.0 0.366
H 4.08934 -2.79345 -4.68379 0.0 0.0 0.0 0.412
H 3.76155 -0.55879 -5.68523 0.0 0.0 0.0 0.391
H 2.03752 0.96339 -4.76010 0.0 0.0 0.0 0.451
H 0.66965 0.26040 -2.84468 0.0 0.0 0.1 0.508
H -1.51364 -1.61835 0.56959 0.0 -0.1 0.0 0.758
H -3.68539 -2.42664 -0.11742 0.0 0.0 0.0 0.674
H -4.86685 -1.09365 -2.11772 0.0 0.0 0.0 0.439
H -3.39082 -1.53972 -3.98232 0.0 0.0 0.0 0.399
H -1.00491 -2.24930 -3.60849 0.0 0.0 0.0 0.532
H -0.11961 -4.51387 -2.55689 0.0 0.0 0.0 0.349
H 0.32665 -6.89443 -2.09737 0.0 0.0 0.0 0.408
H 1.63837 -7.54677 -0.10445 0.0 0.0 0.0 0.379
H 2.49661 -5.81270 1.43143 0.0 0.0 0.0 0.402
H 2.04358 -3.40557 0.95477 0.0 0.0 0.0 0.345
```
Positions in Å, forces in eV/Å.

Values from the calculation:
LUMO energy (alpha / beta)	-0.009 / -0.009	Ha
expectation value of S²	0.7578
F_max	1.00	eV/A
spin multiplicity	2
E_tot	-6056.8936	Ha
gap between HOMO and LUMO (alpha / beta)	5.49 / 5.43	eV
ΔE to the lowest compared entry with this formula, charge and spin	0.0	kJ/mol